(1)
Molecular formula: C2H8NS2
Method: DFT, wB97M-V/def2-TZVPD

The calculation puts the total energy at -25356.1863 eV. The calculation puts the orbital gap at 8.2 eV. The relative energy (zero: lowest compared OMol25 entry of this formula, charge and spin) is 31.1 kcal per mole. The structure (SMILES) is [NH3+]CCSS. As for the charge: +1. The calculation puts the HOMO energy at -12.3 eV.

Each line ends with the natural charge from an NBO analysis.
Cartesian coordinates (Å):
N 1.40574 0.92558 -1.05192  -0.704
C 0.47848 0.69210 0.11654  -0.243
C -0.85690 -0.19710 -0.29414  -0.566
S -1.90294 -0.31104 1.23723  0.143
S -1.93746 -2.34803 1.52346  -0.120
H 2.20548 0.30443 -1.00891  0.447
H 0.72401 0.62379 -1.77557  0.454
H 1.72246 1.95592 -1.20419  0.466
H 1.08847 0.29257 0.92180  0.243
H 0.38804 1.81582 0.39560  0.230
H -0.40811 -1.18542 -0.50042  0.245
H -1.37240 0.00837 -1.18222  0.237
H -1.53486 -2.57699 2.82273  0.168

=====

(2)
Molecular formula: C7H7N2O2
Method: DFT, wB97M-V/def2-TZVPD

The calculation puts the total energy at -14447.9833 eV. The calculation puts the orbital gap at 6.6 eV. The relative energy (zero: lowest compared OMol25 entry of this formula, charge and spin) is 28.4 kcal per mole. The structure (SMILES) is Cc1nc(/C=C/C(=O)[O-])c[nH]1. As for the charge: -1. The calculation puts the HOMO energy at -3.8 eV.

Each line ends with the natural charge from an NBO analysis.
Cartesian coordinates (Å):
O 0.20365 4.37902 -1.40092  -0.795
O -1.96257 4.05232 -0.80737  -0.748
N -0.46011 -0.48064 0.42372  -0.448
C -0.78797 3.65650 -0.99851  0.660
C -0.11389 -1.69160 0.69644  0.348
C 0.60597 0.14527 -0.25786  0.069
C 1.65470 -0.73725 -0.33254  -0.107
C -0.66355 2.27806 -0.74704  -0.212
C 0.48584 1.50713 -0.83734  -0.245
N 1.24723 -1.94993 0.17614  -0.588
C -0.97189 -2.68167 1.45691  -0.646
H 2.68573 -0.49112 -0.69680  0.214
H -1.55552 1.87917 -0.33372  0.209
H 1.40232 1.97475 -1.24316  0.221
H 1.55345 -2.90535 0.01985  0.407
H -0.32727 -3.65453 1.54625  0.193
H -1.10977 -2.26389 2.43864  0.237
H -1.88636 -3.01625 0.89730  0.232

=====

Question: Look up the charge of the first one.
Answer: +1

=====

Question: The highest relative energy (zero: lowest compared OMol25 entry of this formula, charge and spin) belongs to which entry?
Answer: C2H8NS2

=====

Copy entry 2 word for word.
Molecular formula: C7H7N2O2
Method: DFT, wB97M-V/def2-TZVPD

The calculation puts the total energy at -14447.9833 eV. The calculation puts the orbital gap at 6.6 eV. The relative energy (zero: lowest compared OMol25 entry of this formula, charge and spin) is 28.4 kcal per mole. The structure (SMILES) is Cc1nc(/C=C/C(=O)[O-])c[nH]1. As for the charge: -1. The calculation puts the HOMO energy at -3.8 eV.

Each line ends with the natural charge from an NBO analysis.
Cartesian coordinates (Å):
O 0.20365 4.37902 -1.40092  -0.795
O -1.96257 4.05232 -0.80737  -0.748
N -0.46011 -0.48064 0.42372  -0.448
C -0.78797 3.65650 -0.99851  0.660
C -0.11389 -1.69160 0.69644  0.348
C 0.60597 0.14527 -0.25786  0.069
C 1.65470 -0.73725 -0.33254  -0.107
C -0.66355 2.27806 -0.74704  -0.212
C 0.48584 1.50713 -0.83734  -0.245
N 1.24723 -1.94993 0.17614  -0.588
C -0.97189 -2.68167 1.45691  -0.646
H 2.68573 -0.49112 -0.69680  0.214
H -1.55552 1.87917 -0.33372  0.209
H 1.40232 1.97475 -1.24316  0.221
H 1.55345 -2.90535 0.01985  0.407
H -0.32727 -3.65453 1.54625  0.193
H -1.10977 -2.26389 2.43864  0.237
H -1.88636 -3.01625 0.89730  0.232

=====

Question: Which of these has the lowest charge?
Answer: C7H7N2O2